Version one
Molecular formula: C4H6N2S
Method: DFT, ωB97M-V with the def2-TZVPD basis set

XYZ file:
```
13
Properties=species:S:1:pos:R:3:nbo_charge:R:1
C 0.92 1.02 3.21 -0.1168
C 0.40 0.53 -2.21 -0.0804
C -0.37 -0.09 -3.06 -0.6218
C -0.68 -0.75 0.78 -0.4183
N 0.80 0.21 2.34 0.0393
N 0.44 -0.62 1.55 -0.2999
S 1.31 1.19 -1.19 0.1932
H 1.58 1.72 3.53 0.2105
H -0.64 0.24 -4.06 0.2573
H -0.78 -0.99 -2.66 0.2457
H -1.37 0.10 0.92 0.1860
H -0.45 -0.88 -0.24 0.2006
H -1.17 -1.68 1.09 0.2045
```

Properties
- E_HOMO (eV) = -8.273
- net charge = 0

Version two
Molecular formula: C4H6N2S
Method: DFT, ωB97M-V with the def2-TZVPD basis set

XYZ file:
```
13
Properties=species:S:1:pos:R:3:nbo_charge:R:1
C 2.34 -0.63 -0.03 -0.6141
C 1.53 0.68 -0.27 -0.2736
N 0.30 0.65 0.46 -0.1117
N -0.61 0.32 -0.30 -0.2102
C -1.87 0.17 -0.12 0.1395
C -3.06 0.00 0.19 -0.2763
S -4.69 -0.24 -0.15 0.1519
H 2.45 -0.95 1.14 0.2232
H 1.69 -1.60 -0.35 0.2084
H 3.23 -0.53 -0.60 0.2162
H 1.35 0.81 -1.33 0.2015
H 2.10 1.42 0.22 0.2032
H -4.76 -0.11 1.13 0.1420
```

Properties
- structure (SMILES) = CC/N=N/C#CS
- E_HOMO (eV) = -8.683
- net charge = 0

The energy of each structure relative to the most stable one, in kcal/mol, is as follows: version one 16.2; version two 0.0.

Version one
Molecular formula: C4H6N2S
Method: DFT, ωB97M-V with the def2-TZVPD basis set

XYZ file:
```
13
Properties=species:S:1:pos:R:3:nbo_charge:R:1
S 1.62 0.66 1.89 0.2120
N 0.52 -0.08 0.84 -0.5860
C -0.76 -0.50 1.20 0.2520
N -1.53 -0.83 0.24 -0.4446
C -0.80 -0.54 -0.98 -0.0917
C -0.45 0.90 -1.24 -0.4454
C 0.57 -0.01 -0.60 -0.0873
H 2.45 -0.37 2.13 0.0980
H -0.98 -0.55 2.26 0.2004
H -1.00 -1.22 -1.80 0.2164
H -0.23 1.15 -2.28 0.2279
H -0.93 1.68 -0.61 0.2264
H 1.51 -0.29 -1.06 0.2219
```

Properties
- structure (SMILES) = SN1C=N[C@H]2C[C@H]21
- E_HOMO (eV) = -8.719
- net charge = 0

Version two
Molecular formula: C4H6N2S
Method: DFT, ωB97M-V with the def2-TZVPD basis set

XYZ file:
```
13
Properties=species:S:1:pos:R:3:nbo_charge:R:1
C 0.25 -1.80 -0.66 -0.6578
C -0.34 -0.48 -0.21 0.3896
N -1.58 -0.22 -0.01 -0.4600
C -1.61 1.12 0.44 -0.0941
C -0.39 1.68 0.45 -0.1005
N 0.48 0.63 0.07 -0.5392
S 2.15 0.74 -0.16 0.2310
H 0.97 -2.18 0.08 0.2288
H -0.59 -2.41 -0.82 0.2396
H 0.65 -1.64 -1.65 0.2271
H -2.57 1.50 0.70 0.2124
H 0.04 2.60 0.68 0.2220
H 2.53 0.45 1.08 0.1010
```

Properties
- structure (SMILES) = Cc1nccn1S
- E_HOMO (eV) = -8.977
- net charge = 0

The energy of each structure relative to the most stable one, in kcal/mol, is as follows: version one 26.3; version two 0.0.

Version one
Molecular formula: C4H6N2S
Method: DFT, ωB97M-V with the def2-TZVPD basis set

XYZ file:
```
13
Properties=species:S:1:pos:R:3:nbo_charge:R:1
N 0.22 -1.55 1.31 -0.8081
C -0.40 -1.17 0.10 0.0413
C -0.12 0.04 -0.40 -0.1739
C -0.41 0.47 -1.76 0.0634
N -0.19 1.67 -2.08 -0.5107
S 0.27 2.65 -0.68 0.3701
C 0.46 1.19 0.44 -0.5920
H 0.41 -0.91 2.07 0.3827
H -0.09 -2.37 1.72 0.3729
H -0.80 -2.01 -0.53 0.2122
H -0.75 -0.25 -2.49 0.1965
H 1.50 0.98 0.88 0.2254
H -0.12 1.26 1.40 0.2202
```

Properties
- structure (SMILES) = N/C=C1/C=NSC1
- E_HOMO (eV) = -7.832
- net charge = 0

Version two
Molecular formula: C4H6N2S
Method: DFT, ωB97M-V with the def2-TZVPD basis set

XYZ file:
```
13
Properties=species:S:1:pos:R:3:nbo_charge:R:1
H 1.42 -2.16 -1.01 0.3358
N 1.29 -1.64 -0.13 -0.6935
C 0.60 -0.60 -0.27 0.4512
N -0.08 -0.11 -1.38 -0.6176
C -0.87 0.98 -1.07 -0.0025
C -0.67 1.34 0.22 -0.2866
C 0.22 0.35 0.87 -0.4191
S -0.61 -0.53 2.26 -0.0384
H -0.10 -0.69 -2.21 0.4083
H -1.52 1.58 -1.74 0.2323
H -1.10 2.13 0.81 0.2278
H 1.09 0.84 1.35 0.2502
H 0.34 -1.49 2.30 0.1521
```

Properties
- structure (SMILES) = [H]/N=C1\NC=C[C@H]1S
- E_HOMO (eV) = -8.332
- net charge = 0

The energy of each structure relative to the most stable one, in kcal/mol, is as follows: version one 12.1; version two 0.0.

Version one
Molecular formula: C14H13P
Method: DFT, ωB97M-V with the def2-TZVPD basis set

XYZ file:
```
28
Properties=species:S:1:pos:R:3:nbo_charge:R:1
C -0.55 -1.47 -2.72 -0.2395
C -2.92 0.24 1.33 -0.2048
C -1.64 -1.42 -1.83 -0.1766
C -2.90 -0.50 0.14 -0.1966
C 0.57 -0.67 -2.40 -0.1646
C -1.79 0.96 1.69 -0.2177
C -1.75 -0.64 -0.63 -0.0532
C -0.60 0.20 -0.33 -0.0699
C 0.63 0.14 -1.15 -0.1100
C -0.64 0.90 0.88 0.0140
C 1.82 0.68 -0.99 0.1437
C 3.00 1.01 -0.96 -0.4998
C 0.56 1.67 1.27 -0.7939
C 1.71 -0.88 1.90 -0.9763
P 1.50 0.87 2.62 0.5945
H -0.59 -1.96 -3.67 0.2240
H -3.90 0.01 1.88 0.2315
H -2.50 -2.10 -2.14 0.2031
H -3.65 -1.16 -0.21 0.2093
H 1.50 -0.76 -3.06 0.2174
H -1.70 1.47 2.69 0.2235
H 3.69 0.48 -0.33 0.2190
H 3.33 1.91 -1.37 0.2198
H 1.25 2.04 0.57 0.2623
H 0.19 2.58 1.73 0.2405
H 2.70 -0.92 1.26 0.2272
H 0.97 -1.16 1.08 0.2427
H 1.72 -1.51 2.75 0.2304
```

Properties
- E_HOMO (alpha / beta) (eV) = -6.736 / -7.714
- net charge = 0

Version two
Molecular formula: C14H13P
Method: DFT, ωB97M-V with the def2-TZVPD basis set

XYZ file:
```
28
Properties=species:S:1:pos:R:3:nbo_charge:R:1
C -4.44 0.84 -0.17 -0.1969
C -3.55 1.80 -0.74 -0.2203
C -3.91 -0.39 0.33 -0.1979
C -2.19 1.56 -0.57 -0.1931
C -2.51 -0.53 0.57 -0.2024
C -1.69 0.47 0.19 -0.3150
C 2.24 -0.87 0.19 -0.2566
C 2.48 0.53 -0.05 -0.0911
C 0.87 -1.26 0.28 -0.3347
C 1.36 1.40 0.27 -0.3504
C 3.13 -1.88 0.16 -0.1998
C 3.73 0.96 -0.40 -0.3234
C 0.46 -4.11 0.37 -0.2627
C 1.42 2.66 0.55 -0.3303
P 0.06 0.22 0.65 0.9618
H -5.49 0.87 -0.35 0.2189
H -3.73 2.59 -1.38 0.2255
H -4.45 -1.29 0.65 0.2266
H -1.32 2.14 -1.12 0.2229
H -2.09 -1.50 0.81 0.2420
H 2.94 -2.96 0.46 0.2320
H 4.16 -1.69 -0.13 0.1747
H 3.96 2.05 -0.62 0.2090
H 4.43 0.12 -0.62 0.2038
H -0.32 -4.06 -0.32 0.0676
H 1.46 -4.12 -0.25 0.0781
H 0.57 3.26 0.84 0.2129
H 2.42 3.18 0.40 0.1988
```

Properties
- E_HOMO (alpha / beta) (eV) = -8.144 / -8.146
- net charge = 0

The energy of each structure relative to the most stable one, in kcal/mol, is as follows: version one 0.0; version two 138.3.

Version one
Molecular formula: C2H2N4S
Method: DFT, ωB97M-V with the def2-TZVPD basis set

XYZ file:
```
9
Properties=species:S:1:pos:R:3:nbo_charge:R:1
S -2.42 -0.26 -0.06 0.1459
C -0.95 0.67 0.12 -0.2333
C 0.27 0.14 0.09 0.0493
N 0.86 -1.13 0.08 -0.1642
N 2.14 -0.98 -0.04 -0.0194
N 2.37 0.51 -0.06 -0.0486
N 1.34 1.14 -0.07 -0.1405
H -3.23 0.79 -0.09 0.1368
H -0.97 1.80 0.26 0.2740
```

Properties
- structure (SMILES) = SC=C1N=NN=N1
- E_HOMO (eV) = -10.002
- net charge = 0

Version two
Molecular formula: C2H2N4S
Method: DFT, ωB97M-V with the def2-TZVPD basis set

XYZ file:
```
9
Properties=species:S:1:pos:R:3:nbo_charge:R:1
S 0.26 2.74 -0.52 0.0629
C 0.07 1.20 -0.18 -0.1169
C 1.02 0.25 0.25 0.0032
N 0.68 -0.96 0.52 -0.1824
N -0.62 -1.31 0.22 -0.2303
N -1.37 -0.62 -0.58 0.0596
N -1.04 0.57 -0.72 -0.2424
H 2.04 0.42 0.49 0.2235
H -1.03 -2.28 0.52 0.4227
```

Properties
- structure (SMILES) = S=c1cn[nH]nn1
- E_HOMO (eV) = -8.924
- net charge = 0

The energy of each structure relative to the most stable one, in kcal/mol, is as follows: version one 0.0; version two 7.0.

Version one
Molecular formula: C3H4N4O2
Method: DFT, ωB97M-V with the def2-TZVPD basis set

XYZ file:
```
13
Properties=species:S:1:pos:R:3:nbo_charge:R:1
H 3.25 1.48 -0.13 0.3560
N 2.28 1.47 -0.11 -0.6021
C 1.66 0.36 0.01 0.4771
N 2.44 -0.91 0.03 -0.1330
N 1.85 -1.99 0.09 0.2475
O 0.17 -1.88 -0.14 -0.4550
C -0.39 -0.76 0.08 0.8564
O -1.71 -0.86 -0.05 -0.4780
C -2.40 0.48 0.01 -0.2838
N 0.31 0.31 0.23 -0.6322
H -2.26 0.81 1.07 0.2128
H -3.39 0.20 -0.40 0.2145
H -1.81 1.28 -0.69 0.2198
```

Properties
- structure (SMILES) = [H]/N=c1\nnoc(OC)n1
- E_HOMO (eV) = -9.907
- net charge = 0

Version two
Molecular formula: C3H4N4O2
Method: DFT, ωB97M-V with the def2-TZVPD basis set

XYZ file:
```
13
Properties=species:S:1:pos:R:3:nbo_charge:R:1
C 2.50 -0.73 0.06 -0.1113
N 1.34 -1.33 -0.16 -0.1943
N 0.19 -0.58 0.15 -0.1067
N -0.95 -1.33 0.05 -0.3149
C -1.88 -0.33 -0.07 0.5788
O -3.21 -0.63 0.10 -0.6501
N -1.39 0.91 -0.02 -0.5924
C -0.09 0.72 0.06 0.6301
O 0.82 1.71 0.03 -0.6608
H 3.36 -1.48 -0.11 0.2036
H 2.74 0.32 0.44 0.2053
H -3.73 0.22 -0.24 0.4929
H 0.29 2.55 -0.28 0.5198
```

Properties
- structure (SMILES) = C=Nn1nc(O)nc1O
- E_HOMO (eV) = -8.917
- net charge = 0

The energy of each structure relative to the most stable one, in kcal/mol, is as follows: version one 28.5; version two 0.0.

Version one
Molecular formula: C3H7NS
Method: DFT, ωB97M-V with the def2-TZVPD basis set

XYZ file:
```
12
Properties=species:S:1:pos:R:3:nbo_charge:R:1
S -2.19 -0.07 -0.37 -0.0583
C -0.52 -0.06 0.42 -0.3362
C 0.56 -1.08 -0.08 -0.2218
N 1.51 0.03 -0.36 -0.6159
C 0.42 1.03 -0.10 -0.2377
H -2.86 0.32 0.75 0.1341
H -0.59 -0.15 1.55 0.2262
H 0.24 -1.60 -0.98 0.1826
H 0.88 -1.73 0.70 0.1913
H 1.81 0.00 -1.30 0.3533
H 0.03 1.57 -0.93 0.1943
H 0.71 1.75 0.70 0.1879
```

Properties
- structure (SMILES) = SC1CNC1
- E_HOMO (eV) = -9.066
- net charge = 0

Version two
Molecular formula: C3H7NS
Method: DFT, ωB97M-V with the def2-TZVPD basis set

XYZ file:
```
12
Properties=species:S:1:pos:R:3:nbo_charge:R:1
C 2.26 -0.53 0.09 -0.7206
C 1.47 0.67 0.09 0.1028
N 0.22 0.91 -0.11 -0.5813
S -0.68 -0.48 -0.15 0.3516
C -2.43 0.17 0.18 -0.7601
H 1.83 -1.50 -0.17 0.2378
H 3.14 -0.44 -0.61 0.2406
H 2.58 -0.63 1.16 0.2449
H 2.17 1.65 -0.16 0.1699
H -2.99 0.60 -0.89 0.2454
H -3.00 -0.89 0.51 0.2306
H -2.20 0.74 1.09 0.2385
```

Properties
- structure (SMILES) = C/C=N\SC
- E_HOMO (eV) = -8.218
- net charge = 0

The energy of each structure relative to the most stable one, in kcal/mol, is as follows: version one 0.0; version two 28.6.

Version one
Molecular formula: C3H7NS
Method: DFT, ωB97M-V with the def2-TZVPD basis set

XYZ file:
```
12
Properties=species:S:1:pos:R:3:nbo_charge:R:1
C -0.95 -0.37 -0.99 -0.6305
C 0.09 -0.15 0.15 0.0756
C 0.86 1.13 0.31 -0.6349
N 0.64 -1.26 0.87 -0.6681
S -0.75 -0.55 1.73 0.1716
H -1.75 -1.00 -0.53 0.2345
H -0.57 -0.75 -1.85 0.2063
H -1.46 0.61 -1.18 0.2210
H 0.31 1.95 0.63 0.2197
H 1.42 1.48 -0.61 0.2067
H 1.66 1.03 1.00 0.2381
H 0.51 -2.11 0.48 0.3599
```

Properties
- structure (SMILES) = CC1(C)NS1
- E_HOMO (eV) = -8.354
- net charge = 0

Version two
Molecular formula: C3H7NS
Method: DFT, ωB97M-V with the def2-TZVPD basis set

XYZ file:
```
12
Properties=species:S:1:pos:R:3:nbo_charge:R:1
S 1.89 -0.18 -0.33 -0.0785
C 0.44 0.32 0.74 -0.4769
C -0.69 0.22 -0.20 -0.0982
C -1.79 -0.73 0.06 -0.2885
N -1.94 0.79 0.17 -0.6070
H 1.54 -1.47 -0.64 0.1286
H 0.56 1.41 1.10 0.2388
H 0.29 -0.29 1.56 0.2139
H -0.48 0.30 -1.30 0.1976
H -1.97 -1.40 -0.80 0.2043
H -1.73 -1.16 1.02 0.1886
H -2.65 1.15 -0.46 0.3773
```

Properties
- structure (SMILES) = SC[C@H]1CN1
- E_HOMO (eV) = -9.141
- net charge = 0

Version three
Molecular formula: C3H7NS
Method: DFT, ωB97M-V with the def2-TZVPD basis set

XYZ file:
```
12
Properties=species:S:1:pos:R:3:nbo_charge:R:1
C -0.62 0.35 -1.63 -0.4804
C -0.10 -0.66 -0.92 -0.0390
C 0.06 0.46 1.22 -0.4455
N 0.39 -0.62 0.34 -0.3570
S -0.23 -2.53 1.27 -0.0332
H -0.83 0.22 -2.67 0.2109
H -0.78 1.33 -1.21 0.1939
H 0.07 -1.62 -1.40 0.2082
H 0.54 1.36 0.82 0.2161
H -1.02 0.64 1.32 0.1878
H 0.49 0.25 2.20 0.2170
H 0.98 -2.66 1.80 0.1213
```

Properties
- E_HOMO (eV) = -8.458
- net charge = 0

The energy of each structure relative to the most stable one, in kcal/mol, is as follows: version one 0.0; version two 8.4; version three 19.1.